Record 1
C8H8Cl4F12NaO12S4 | ωB97M-V with the def2-TZVPD basis set

Geometry as ORCA input:
```
! wB97M-V def2-TZVPD RIJCOSX def2/J DEFGRID3
* xyz -3 1
Na 1.62 25.72 1.94
C 4.95 23.14 -0.36
F 5.99 22.30 -0.14
F 5.37 24.39 -0.11
F 4.64 23.03 -1.66
S 3.49 22.66 0.82
O 2.81 21.59 0.13
O 4.10 22.25 2.06
O 2.72 23.91 0.89
C -1.64 24.01 0.13
F -2.21 23.49 1.23
F -2.61 24.83 -0.35
F -0.55 24.71 0.51
S -1.38 22.61 -1.14
O -1.11 23.26 -2.43
O -0.27 21.85 -0.61
O -2.65 21.86 -1.08
C 5.74 25.78 3.91
F 5.84 25.28 2.68
F 6.86 25.48 4.60
F 5.71 27.13 3.81
S 4.13 25.23 4.76
O 3.05 25.55 3.82
O 4.38 23.80 4.95
O 4.10 26.03 5.98
C -1.15 22.41 4.76
F -1.27 21.19 5.32
F -2.26 22.64 4.01
F -1.12 23.32 5.72
S 0.44 22.43 3.70
O 1.53 22.23 4.64
O 0.30 21.33 2.78
O 0.40 23.78 3.11
Cl 0.27 28.13 1.04
C 0.46 29.92 0.91
C 1.87 30.23 0.45
Cl 2.19 29.61 -1.16
H 0.30 30.38 1.88
H -0.24 30.30 0.17
H 2.59 29.88 1.19
H 1.92 31.32 0.34
Cl 5.82 29.90 0.77
C 5.81 28.68 -0.54
C 5.59 27.27 0.01
Cl 3.99 27.11 0.78
H 6.75 28.74 -1.10
H 5.10 28.95 -1.31
H 6.33 27.14 0.80
H 5.63 26.47 -0.73
*
```

Summary:
ΔE to the lowest compared entry with this formula, charge and spin	180.5	kJ/mol
HOMO energy	-0.733	eV
orbital gap	5.27	eV



Record 2
C8H8Cl4N3S | ωB97M-V with the def2-TZVPD basis set

Geometry as ORCA input:
```
! wB97M-V def2-TZVPD RIJCOSX def2/J DEFGRID3
* xyz 1 1
C 3.22 -0.17 -0.08
C 1.69 0.04 -0.52
C 0.66 0.75 0.41
N -0.74 0.97 0.02
C -1.19 0.52 -1.28
N -2.62 0.72 -1.69
C -3.19 -0.41 -1.28
S -3.81 -1.84 -0.70
C -0.28 -0.21 -2.30
C 1.23 -0.50 -1.92
N 2.07 -1.21 -2.88
H 3.33 -0.05 1.07
H 3.82 0.66 -0.64
H 3.62 -1.22 -0.32
H 0.94 1.14 1.45
H -1.43 1.42 0.64
H -0.65 -0.60 -3.31
H 1.65 -2.16 -3.01
H 3.01 -1.41 -2.49
C -2.30 0.70 3.76
Cl -1.23 1.57 4.89
Cl -3.72 0.09 4.63
Cl -2.83 1.81 2.47
Cl -1.41 -0.66 3.04
*
```

Summary:
HOMO energy	-13.308	eV
orbital gap	8.80	eV



Record 3
C8H8ClN3OS | ωB97M-V with the def2-TZVPD basis set

Geometry as ORCA input:
```
! wB97M-V def2-TZVPD RIJCOSX def2/J DEFGRID3
* xyz 0 1
C -3.72 -1.48 -0.94
C 1.76 1.04 0.78
C 3.00 0.53 0.31
C 0.92 -1.19 0.49
C 0.69 0.11 0.90
C 3.03 -0.72 -0.30
C -0.90 1.17 -1.47
C -0.62 0.64 1.35
N -3.93 -1.35 -2.05
N 2.04 -1.54 -0.16
N -3.85 -1.57 0.40
O -2.88 -1.63 1.10
S -1.67 1.63 0.10
Cl 4.49 -1.18 -1.14
H 1.68 2.01 1.14
H 3.87 1.17 0.31
H 0.30 -2.06 0.72
H 0.15 0.87 -1.17
H -0.99 1.93 -2.30
H -1.49 0.36 -1.92
H -1.40 -0.12 1.69
H -0.49 1.38 2.14
*
```

Summary:
ΔE to the lowest compared entry with this formula, charge and spin	57.5	kJ/mol
HOMO energy	-8.799	eV
SMILES	CSCc1ccc(Cl)nc1.N#CN=O
orbital gap	6.42	eV